Record 1
Here is a molecular structure, C45H46IrN2P2Si from the Open Molecules 2025 dataset. Energies are from ωB97M-V/def2-TZVPD.

Structure (ORCA input):
```
! RIJCOSX wB97M-V def2-TZVPD def2/J DEFGRID3
* xyz 4 2
H -6.05 0.46 2.18
H 1.09 -4.40 -3.86
C -0.75 2.82 -0.96
H -0.12 3.10 2.32
C -0.66 -3.42 4.15
H -0.62 6.02 -2.07
N 1.88 -3.76 -3.93
H 2.96 1.16 -6.04
H -1.20 -3.86 4.98
H 3.36 1.00 -1.38
H 0.04 3.76 -2.73
C 1.51 1.60 5.48
H -1.81 -3.68 -0.68
H 2.08 -3.03 -0.57
C -0.46 3.90 -1.79
C -4.39 -0.41 -3.32
C -0.86 5.18 -1.43
H 0.39 -5.24 3.70
C -0.86 -2.09 3.82
H -2.22 2.19 -3.58
C -1.49 3.03 0.21
Ir 0.34 -0.41 0.01
P -0.48 1.12 -1.48
H -2.32 1.35 4.17
H 2.65 0.10 2.75
H 2.92 -4.43 -2.24
C 4.06 -1.16 1.74
H 2.06 -0.95 -1.88
C 2.51 -3.48 -2.58
H -4.26 -2.02 -1.92
H 2.21 1.52 0.76
H 1.69 -4.25 1.84
H 4.31 -1.72 2.63
H 2.56 -4.20 -4.55
H 0.83 4.58 4.02
H -3.17 -3.26 0.35
C -4.28 -0.13 1.12
H 1.97 1.19 6.37
C 0.62 1.16 -2.94
H -1.57 -1.50 4.38
H 3.53 2.51 -4.05
H -1.88 6.39 0.02
H -5.29 -0.78 -3.78
H 1.56 -2.90 -4.39
C 0.24 -4.20 3.43
C -4.97 0.41 2.17
H 1.45 -1.87 1.31
H 1.89 3.64 6.04
C 0.98 0.76 4.52
H -4.80 1.41 4.08
C 0.38 1.29 3.37
C 3.51 0.36 -0.52
C 0.77 -2.31 2.06
P -0.35 0.16 2.17
C 0.96 -3.65 2.37
C 0.33 2.67 3.20
H -2.48 4.47 1.46
C 1.46 2.98 5.29
C -2.63 -0.62 -1.68
C -2.10 -3.08 0.18
H -4.82 -0.50 0.25
H 1.03 -0.31 4.68
H 0.85 -0.14 -6.07
H 5.50 -2.17 0.52
C 0.30 0.40 -4.08
C -2.66 1.27 -3.21
C 2.79 0.60 0.66
C 3.11 -0.14 1.80
C -2.83 0.92 3.32
N 1.21 -1.49 -1.70
C 1.14 0.39 -5.18
H -0.65 -0.13 -4.13
C 2.64 1.90 -4.05
H -1.56 -3.44 1.06
C -3.80 -1.10 -2.27
Si -1.84 -1.27 -0.13
H 0.63 -1.35 -2.52
H 2.05 2.53 -2.09
C 1.56 -2.92 -1.52
C -1.56 5.39 -0.25
H -1.78 2.19 0.82
C -3.82 0.79 -3.78
H 3.34 -2.80 -2.76
C -2.06 0.56 -2.17
H 0.64 -3.50 -1.45
C -2.87 -0.26 1.18
H 5.04 -0.79 -1.49
C 1.79 1.91 -2.95
C 0.87 3.51 4.16
H -4.30 1.33 -4.58
C 2.32 1.14 -5.16
C -2.16 0.36 2.27
C -0.14 -1.53 2.77
C -1.89 4.31 0.56
C 4.73 -1.42 0.55
C -4.25 0.95 3.27
C 4.45 -0.65 -0.59
*
```

Summary:
orbital gap (alpha / beta)	7.72 / 4.57	eV
strongest force on any atom	0.36	eV/A
ΔE to the lowest compared entry with this formula, charge and spin	58.0	kJ/mol
lowest unoccupied orbital energy (alpha / beta)	-10.917 / -14.062	eV
molar mass	897.13	g/mol
energy	-79650.626	eV
E_HOMO (alpha / beta)	-0.68486 / -0.68482	hartree

Record 2
Here is 7 unconnected molecules or ions with the total composition C4H19NO9 from the Open Molecules 2025 dataset. Energies are from ωB97M-V/def2-TZVPD.

Structure (ORCA input):
```
! RIJCOSX wB97M-V def2-TZVPD def2/J DEFGRID3
* xyz -2 1
O -1.91 -0.09 -2.05
H -0.87 -0.13 -1.80
H -2.52 2.40 1.68
H 2.01 0.45 -2.94
H 1.57 -0.69 1.19
H 0.28 -2.89 -0.24
H 1.68 -2.77 0.04
C -0.04 1.08 0.32
O -2.40 -2.64 -1.74
H 1.33 -2.39 -2.72
C 1.01 0.99 -0.83
H -2.25 -1.78 -2.23
H 1.12 -1.13 -2.01
O 1.75 -1.97 -1.96
H 1.38 -0.45 2.78
H -0.80 0.34 0.08
O 0.04 0.51 3.92
H 1.02 2.04 2.01
O 2.85 0.25 -3.42
H -2.00 3.28 0.60
O 0.52 0.29 -1.97
H -2.46 0.32 -1.38
H 1.94 0.49 -0.56
C 0.59 1.07 1.69
H -2.34 -2.50 -0.80
H 3.39 -0.14 -2.73
O -1.65 1.53 2.93
O 0.99 -3.44 0.11
O -2.79 2.77 0.80
H -0.47 2.07 0.15
N 1.57 0.03 1.91
H 1.24 1.99 -1.27
C -0.51 1.00 2.89
*
```

Summary:
orbital gap	7.82	eV
strongest force on any atom	2.82	eV/A
ΔE to the lowest compared entry with this formula, charge and spin	201.4	kJ/mol
lowest unoccupied orbital energy	5.761	eV
molar mass	225.19	g/mol
energy	-24374.760	eV
E_HOMO	-0.07550	hartree

Record 3
Here is 33 unconnected molecules or ions with the total composition C56H192N14O33 from the Open Molecules 2025 dataset. Energies are from ωB97M-V/def2-TZVPD.

Structure (ORCA input):
```
! RIJCOSX wB97M-V def2-TZVPD def2/J DEFGRID3
* xyz 0 1
C -5.69 3.78 -1.26
H -1.09 0.69 2.46
H -4.79 3.98 -0.68
H -6.04 -2.20 6.81
H 0.28 4.99 -2.68
H -2.25 -0.63 0.26
H 4.18 3.85 2.05
H -3.39 -6.83 -3.10
H 7.23 -4.31 -0.24
O -2.18 0.60 -2.90
H 1.25 -5.08 3.05
H 7.30 -2.11 -5.65
H 2.68 -2.49 -0.65
H 4.12 -8.87 -3.09
C -8.21 6.25 -2.42
H 1.89 -1.21 -8.12
H 1.12 -7.38 -1.01
C -5.32 -0.94 8.88
H 4.90 4.71 3.33
H -0.05 5.22 1.80
C -1.04 -0.47 5.45
N 1.19 -1.79 -7.69
H 5.85 1.03 -6.27
C 3.36 1.74 3.50
O 1.20 0.99 6.13
H 2.54 2.10 4.13
C 0.27 -6.04 -4.15
O -5.35 -0.39 7.55
H 2.02 2.92 6.01
O 4.85 -2.79 1.97
H -5.73 1.32 4.89
H 4.10 -2.66 1.39
O 3.86 1.53 -4.08
H -6.19 3.36 2.54
O 0.81 0.82 1.48
H -1.97 4.40 5.49
H -6.41 6.85 -2.92
C 2.07 -7.36 1.60
H 0.63 6.51 1.39
H -0.49 -2.82 5.85
H 4.72 1.71 -2.32
O -0.27 -3.84 0.80
H 1.01 -0.99 2.30
H 2.68 4.57 -0.29
C -0.18 0.20 -7.79
H 3.64 -0.38 -10.04
O 7.82 -0.80 3.04
H 5.45 -3.59 -4.34
H -2.35 -3.73 4.16
H -5.53 1.88 -5.47
H 5.01 1.08 5.55
C -5.91 -0.81 5.21
O -3.04 -1.99 -2.55
H 0.49 -6.83 -6.28
H -3.19 -2.50 -3.35
H 8.52 -4.62 -0.97
N 2.96 -5.86 -0.15
C 4.32 -1.03 -9.49
H 1.39 -1.36 -5.05
H -2.91 4.77 2.89
H 3.16 4.26 3.58
H 0.59 9.04 3.92
H 3.45 -0.44 -1.26
C 0.25 -0.99 5.95
C -1.02 -4.29 1.95
C -6.48 0.56 4.65
H 2.22 0.82 -0.98
H -1.50 1.09 -1.22
H 5.37 -0.24 -1.16
H 0.62 -2.23 -8.40
H 1.64 -2.70 0.47
C -1.58 0.44 -9.69
H 6.68 0.39 -4.86
C -0.43 1.33 1.88
O 4.38 2.71 3.55
C -0.84 -4.55 -0.39
H 3.90 -9.51 -1.38
H 7.15 3.07 -0.07
H -2.36 1.11 -9.32
O 2.68 -3.58 -5.89
H 7.38 0.25 -6.41
C -2.51 0.99 -4.25
H -4.44 -0.13 -2.93
H -0.28 1.45 -2.53
H -0.36 2.16 2.58
H 2.87 -3.24 -3.74
H 3.56 1.06 -4.86
C -3.90 4.02 5.86
N -4.57 1.64 -5.64
N 6.40 -2.07 -5.19
H -4.84 -0.87 5.01
H 2.11 -5.33 0.01
H -2.61 -5.32 -3.64
C 1.49 2.26 6.69
H -4.97 4.60 1.98
O -6.41 -1.36 1.26
H 1.72 -7.29 -5.16
H 1.96 -8.38 1.95
H 6.62 -1.71 -4.27
C 1.05 -6.47 -5.42
H 2.08 2.20 7.61
O 2.62 -8.08 -2.02
H 1.65 -6.69 -2.88
H 4.73 -1.06 -5.64
C 1.12 -0.54 -5.71
C -2.68 -6.05 -2.83
H -0.94 -2.11 7.09
O 0.84 4.22 -2.69
H 1.12 -4.25 4.55
C 3.89 0.28 3.84
H 6.19 -1.17 -0.30
H 6.49 -1.48 -8.13
N -2.52 3.56 5.60
H 0.91 4.05 -5.58
H -3.15 0.18 -0.86
H 5.44 -4.10 0.91
O -6.33 4.98 -1.60
O 2.20 3.74 -0.32
H -5.62 0.50 1.48
H -2.11 -0.04 -10.53
H -2.49 -1.26 -2.83
O -2.06 4.87 2.46
H -4.73 2.94 1.64
H -2.09 -4.12 1.85
O 7.23 2.34 -0.68
H 3.61 0.22 6.08
H -7.22 6.20 -4.03
C -4.13 -0.97 0.56
H -5.48 -0.25 -4.35
C 4.40 0.20 5.33
H -8.48 -1.93 1.25
H 0.74 -5.49 -2.30
H -1.41 -0.92 4.52
N -1.39 -4.01 4.32
C -3.99 1.36 -4.36
O 5.97 -0.98 -1.21
H 1.81 -0.75 -1.67
H -0.77 -5.62 -0.21
H 2.67 -6.75 2.27
H -4.47 3.22 6.33
C 0.89 -4.15 3.49
H -4.05 2.31 -3.83
H 0.23 0.30 7.77
H -0.70 0.92 -10.12
C 6.42 0.17 -5.90
H -2.68 -1.98 1.83
H 0.62 5.40 5.30
C 2.72 -7.23 0.29
N 1.25 -5.79 -3.12
H -0.61 -2.59 3.18
H -3.17 4.70 7.76
H 0.56 2.78 6.95
H 1.66 -5.74 -5.96
H 2.84 9.47 5.07
H 1.45 8.70 2.58
H 2.03 6.67 3.91
H -7.38 -1.86 4.52
H 1.55 10.34 3.21
H 1.69 -0.63 7.51
H 0.81 -1.18 5.04
O 1.27 7.38 5.76
H -2.03 0.26 -4.90
H 3.67 -7.77 0.26
O 8.11 -3.97 -0.39
O 2.79 -3.37 -2.79
O -1.15 -0.41 -8.72
H 4.62 -7.92 -1.68
O 4.71 2.12 -1.45
C -3.86 5.07 7.00
C 5.58 -1.59 -7.55
C 0.34 -0.96 -6.90
H 6.39 2.31 -1.14
C -9.68 6.22 -2.97
H 1.71 -9.07 -0.58
O 4.58 -0.75 -8.09
H 7.94 -1.38 -1.85
H -7.48 0.81 5.00
H 3.91 2.64 -1.45
N -6.39 -1.89 4.31
H 5.39 0.99 2.93
H -4.26 -2.25 2.29
N -0.08 -2.27 6.59
H -4.62 0.87 -6.28
H -1.02 0.60 5.24
O -1.86 5.97 -0.02
N 2.54 -2.26 0.33
H -10.39 5.83 -2.24
H -1.83 -4.24 -0.72
H 5.36 -2.64 -7.74
H -6.00 0.12 -0.15
O 0.81 5.62 1.71
H 1.06 4.06 -1.78
H 2.32 3.36 0.54
N -7.32 6.94 -3.35
H 4.74 -4.99 -0.08
O 5.36 -4.53 -4.51
H -8.15 -0.49 2.09
H -6.26 -0.82 9.43
H -8.22 4.30 -1.29
H 5.21 -1.17 -10.10
C -1.32 1.50 -2.21
C -3.63 -1.45 1.88
H -4.55 -0.38 9.40
H -6.20 3.06 -0.62
C 4.11 3.98 3.13
H 3.69 -1.91 -9.68
H -7.26 -0.84 6.85
H 4.29 9.40 3.16
H -1.90 1.82 -4.60
H 3.15 -5.73 -1.14
H -8.22 6.94 -1.58
H -1.46 -7.43 -4.27
C -5.14 3.61 2.40
H 1.57 4.33 -4.25
H 1.57 -3.40 3.10
C 0.89 -0.09 7.00
O 5.58 -4.85 0.34
C -6.23 -1.13 6.65
H -10.00 7.23 -3.22
H 6.87 -0.67 2.93
H -6.51 -1.68 3.33
H -0.17 6.02 6.68
H 3.26 -3.66 -6.65
C -7.82 -1.06 1.22
H 8.22 -0.20 2.42
H -1.43 6.08 -0.87
H -2.27 5.08 1.55
H -5.65 1.07 -3.17
H 3.21 -0.57 3.82
C -0.72 -7.08 -3.55
H -1.87 -0.52 6.15
H -1.14 1.44 1.05
N 3.94 8.52 3.52
H -8.12 -0.53 0.31
H -6.44 0.62 3.56
H -3.60 -0.73 2.70
H 4.60 8.30 4.26
H -9.87 5.55 -3.81
H -4.18 5.38 4.16
H -5.14 -2.02 8.88
H -0.54 1.07 -7.23
H -1.56 2.52 -2.48
H -1.27 -4.94 4.70
H 2.42 -4.24 -2.70
C 2.28 7.32 4.75
C -5.57 -0.31 0.76
H -3.64 6.00 6.47
H 1.05 -6.98 1.66
O 1.74 4.30 -5.19
H 0.47 -0.08 -4.96
H 3.00 1.74 2.47
H -1.00 -5.38 2.00
H -2.69 6.43 -0.11
H 8.64 -2.54 -1.17
H 4.49 -4.75 -4.17
H -0.48 -1.60 -6.58
C 1.56 9.29 3.49
C 1.96 -8.02 -0.73
H -0.25 -4.30 -1.28
O 8.79 -1.82 -1.79
H 4.62 0.01 1.99
H 4.99 -0.66 5.64
H 2.03 -2.93 -6.15
H -0.34 -5.15 -4.34
C 0.79 6.05 6.15
C -0.52 -3.68 3.16
H -3.02 -5.56 -1.92
C -4.94 0.45 -3.71
O -4.31 3.49 3.53
C 2.43 -0.25 -0.93
H -7.69 4.20 -2.85
N -3.10 -0.11 0.10
C 3.89 -8.65 -2.05
C 2.28 -0.84 0.47
H -5.33 3.43 -2.23
H -5.66 4.58 4.66
H 1.48 5.42 6.71
H 2.00 0.06 -5.94
C 5.73 -1.17 -6.06
O -1.40 -6.61 -2.49
H 3.04 -0.34 1.07
C 0.99 -0.60 1.28
H 3.18 6.92 5.21
H -2.70 3.13 4.70
C -7.63 4.88 -2.00
H -4.00 -1.76 -0.18
N 4.99 0.06 2.92
H 3.97 2.43 -4.37
H -4.83 5.19 7.47
H 0.10 -1.05 0.84
C 2.71 8.72 4.29
C -4.60 4.43 4.50
H -0.06 -7.91 -3.31
H 4.84 -2.03 2.55
H 0.71 0.68 -8.20
*
```

Summary:
orbital gap	8.10	eV
strongest force on any atom	4.17	eV/A
lowest unoccupied orbital energy	-0.688	eV
molar mass	1590.22	g/mol
energy	-149602.636	eV
E_HOMO	-0.32290	hartree

Record 4
Here is a single C5H9NO3S molecule from the Open Molecules 2025 dataset. Energies are from ωB97M-V/def2-TZVPD.

Structure (ORCA input):
```
! RIJCOSX wB97M-V def2-TZVPD def2/J DEFGRID3
* xyz 0 1
O 1.23 -0.85 0.09
H 0.60 -3.23 -0.89
O -0.10 1.10 -0.57
H -2.13 0.12 -2.43
C -2.09 -0.13 -1.38
H -2.44 -1.11 -1.49
H 2.00 2.98 1.79
H -0.86 -2.68 -1.87
C -0.27 -2.62 -0.82
C 1.43 2.31 2.34
H -2.73 0.56 -0.89
H 0.48 2.70 2.28
N 1.11 0.96 1.86
C -0.74 -0.15 -0.76
H -0.85 -3.24 -0.04
H 1.81 2.35 3.34
S 1.25 0.78 0.34
C -0.02 -1.19 -0.43
O 2.31 1.33 -0.48
*
```

Summary:
SMILES	CN=S1(=O)OC(C)=C(C)O1
orbital gap	9.72	eV
strongest force on any atom	3.03	eV/A
ΔE to the lowest compared entry with this formula, charge and spin	407.3	kJ/mol
lowest unoccupied orbital energy	0.731	eV
molar mass	163.20	g/mol
energy	-23795.065	eV
E_HOMO	-0.33030	hartree

Record 5
Here is a single C5H7N3O5S molecule from the Open Molecules 2025 dataset. Energies are from ωB97M-V/def2-TZVPD.

Structure (ORCA input):
```
! RIJCOSX wB97M-V def2-TZVPD def2/J DEFGRID3
* xyz 0 1
O 1.30 1.92 -1.05
S 0.92 -0.36 -0.77
O 2.10 -0.67 -1.93
H 1.83 -2.70 0.85
H 0.31 -2.12 1.38
C 0.74 -2.80 0.68
N -0.35 0.31 0.80
O -0.24 3.37 -0.91
O -0.02 -2.69 -1.63
C -1.42 2.27 1.20
H 0.53 -3.84 0.83
H -1.75 3.30 0.99
H 2.45 0.24 -2.20
O -0.35 -0.07 -1.70
H -2.58 1.42 2.71
N 0.23 2.35 -0.54
N -1.93 1.31 1.98
C 0.58 -2.19 -0.67
C -1.29 0.12 1.79
H -0.67 -0.82 -2.25
C -0.41 1.65 0.44
*
```

Summary:
orbital gap	7.71	eV
strongest force on any atom	4.51	eV/A
ΔE to the lowest compared entry with this formula, charge and spin	125.3	kJ/mol
lowest unoccupied orbital energy	-0.593	eV
molar mass	221.19	g/mol
energy	-30833.475	eV
E_HOMO	-0.30496	hartree

Record 6
Here is a molecular structure, C3H4FeO3 from the Open Molecules 2025 dataset. Energies are from ωB97M-V/def2-TZVPD.

Structure (ORCA input):
```
! RIJCOSX wB97M-V def2-TZVPD def2/J DEFGRID3
* xyz 0 7
C -0.30 0.39 -1.90
C 0.29 -0.32 0.83
Fe -1.97 -0.42 1.34
H -1.86 -0.99 3.00
H 0.67 0.83 1.48
H 1.95 0.14 -0.26
O 0.45 1.23 -1.05
H 0.65 -1.35 0.92
O -0.69 -0.64 -1.27
O -0.17 0.57 -3.10
C 0.99 0.57 0.03
*
```

Summary:
orbital gap (alpha / beta)	5.46 / 6.35	eV
strongest force on any atom	3.61	eV/A
ΔE to the lowest compared entry with this formula, charge and spin	606.9	kJ/mol
lowest unoccupied orbital energy (alpha / beta)	-1.583 / -3.334	eV
molar mass	143.91	g/mol
energy	-43695.159	eV
E_HOMO (alpha / beta)	-0.25881 / -0.35583	hartree